Record 1
Molecular formula: C5H7BrN2
Method: DFT, ωB97M-V with the def2-TZVPD basis set

Structure (ORCA input):
```
! RIJCOSX wB97M-V def2-TZVPD def2/J DEFGRID3
* xyz 0 1
C 1.59 -1.03 -0.20
C 0.85 -0.14 -0.99
C -0.80 -0.13 1.36
C 1.70 -0.10 -2.28
C -1.90 0.27 2.35
N 0.10 0.86 -0.67
N -0.72 0.74 0.39
Br 1.42 -2.88 -0.36
H 0.97 -0.62 -3.02
H 1.95 0.93 -2.62
H 2.71 -0.60 -1.95
H -1.71 1.23 2.82
H -2.72 0.39 1.65
H -2.10 -0.49 3.11
H -1.34 1.59 0.41
*
```

Calculated values
* energy above the lowest of the compared OMol25 structures with the same formula, charge and spin: 139.2 kcal per mole
* calculated total energy: -78314.192 eV
* HOMO-LUMO gap: 7.85 eV
* highest occupied orbital energy: -8.397 eV



Record 2
Molecular formula: C12H10FNO4S2
Method: DFT, ωB97M-V with the def2-TZVPD basis set

Structure (ORCA input):
```
! RIJCOSX wB97M-V def2-TZVPD def2/J DEFGRID3
* xyz 0 1
O 1.04 -0.76 -2.17
S 0.18 -1.70 -1.45
O 0.14 -3.10 -1.74
C 0.55 -1.47 0.30
C 1.81 -1.77 0.82
C 2.00 -1.60 2.19
C 0.94 -1.18 3.02
C -0.33 -0.92 2.49
C -0.49 -1.06 1.11
S -2.09 -0.80 0.32
O -2.96 -1.87 0.69
O -2.42 0.61 0.53
C -1.52 -0.97 -1.43
F -1.35 0.29 -1.85
H 2.61 -2.07 0.14
H 2.99 -1.78 2.61
H 1.09 -1.03 4.09
H -1.17 -0.57 3.09
H -2.22 -1.40 -2.11
C -2.19 4.12 -4.91
C -3.06 3.89 -3.80
C -2.87 2.71 -3.01
N -1.88 1.93 -3.38
C -1.08 1.99 -4.41
C -1.21 3.16 -5.24
H -2.29 5.06 -5.51
H -3.87 4.59 -3.50
H -3.48 2.47 -2.10
H -0.30 1.20 -4.58
H -0.52 3.25 -6.10
*
```

Calculated values
* energy above the lowest of the compared OMol25 structures with the same formula, charge and spin: 0.0 kcal per mole
* SMILES: O=S1(=O)c2ccccc2S(=O)(=O)C1F.c1ccncc1
* calculated total energy: -46670.514 eV
* HOMO-LUMO gap: 8.72 eV
* highest occupied orbital energy: -8.639 eV



Record 3
Molecular formula: C29H25N5O4Si
Method: DFT, ωB97M-V with the def2-TZVPD basis set

Structure (ORCA input):
```
! RIJCOSX wB97M-V def2-TZVPD def2/J DEFGRID3
* xyz 0 1
C 1.28 -2.92 2.07
C 1.02 -2.03 3.13
C 0.31 -0.83 2.91
C 0.05 -0.39 1.60
Si -1.48 0.65 1.09
C -2.60 0.55 2.65
C -2.99 1.65 3.44
C -3.58 1.46 4.69
C -3.87 0.17 5.16
C -3.58 -0.92 4.33
C -2.97 -0.73 3.08
C -1.36 2.46 0.58
C -0.09 3.00 0.39
C 0.07 4.33 -0.01
C -1.06 5.13 -0.21
C -2.35 4.59 -0.06
C -2.49 3.25 0.32
C -1.89 -0.15 -0.63
C -2.78 -1.39 -0.51
C -2.51 -2.18 -1.80
C -1.25 -1.61 -2.44
N -0.83 -0.49 -1.58
C 0.73 -1.09 0.59
C 1.03 -2.44 0.77
H 1.67 -3.93 2.22
H 1.30 -2.28 4.16
H -0.06 -0.21 3.73
H -2.84 2.67 3.08
H -3.85 2.31 5.32
H -4.33 0.00 6.15
H -3.82 -1.93 4.66
H -2.80 -1.60 2.44
H 0.79 2.37 0.52
H 1.07 4.73 -0.16
H -0.94 6.19 -0.48
H -3.23 5.20 -0.26
H -3.50 2.82 0.41
H -2.46 0.69 -1.07
H -2.56 -1.99 0.39
H -3.81 -1.07 -0.39
H -2.47 -3.24 -1.55
H -3.33 -2.02 -2.49
H -0.46 -2.35 -2.55
H -1.44 -1.22 -3.44
H -0.44 0.32 -2.06
H 0.91 -0.62 -0.36
H 1.08 -3.06 -0.14
N 7.50 -0.38 -4.82
C 6.37 -0.46 -4.51
C 5.02 -0.54 -4.02
C 4.12 0.50 -3.78
C 2.97 0.30 -2.94
N 2.44 1.44 -2.26
O 2.99 2.54 -2.43
O 1.49 1.30 -1.44
C 2.67 -0.95 -2.38
C 3.63 -1.92 -2.52
C 4.69 -1.80 -3.43
N 5.68 -2.69 -3.20
O 5.28 -3.37 -2.03
N 4.04 -2.89 -1.59
O 3.56 -3.28 -0.54
H 4.37 1.49 -4.11
H 1.88 -1.14 -1.68
*
```

Calculated values
* energy above the lowest of the compared OMol25 structures with the same formula, charge and spin: 30.1 kcal per mole
* SMILES: c1ccc([Si](c2ccccc2)(c2ccccc2)[C@@H]2CCCN2)cc1.N#Cc1cc([N+](=O)[O-])cc2c1no[n+]2[O-]
* calculated total energy: -53986.317 eV
* HOMO-LUMO gap: 5.30 eV
* highest occupied orbital energy: -7.850 eV



Record 4
Molecular formula: C24H35BClF5IN5O18P
Method: DFT, ωB97M-V with the def2-TZVPD basis set

Structure (ORCA input):
```
! RIJCOSX wB97M-V def2-TZVPD def2/J DEFGRID3
* xyz 1 1
C 4.26 -0.98 1.52
C 4.04 -0.87 -0.01
C 2.93 0.08 -0.37
Cl 2.74 0.08 -2.17
N 1.63 -0.26 0.19
C 0.98 -1.49 0.18
C 1.51 -2.77 -0.39
N 0.49 -3.67 -0.91
C -0.23 -1.28 0.81
B -1.44 -2.28 1.13
O -1.34 -3.00 2.30
N -2.53 -2.42 0.21
C -3.88 -2.28 0.84
C -2.50 -1.51 -0.95
N -0.25 0.05 1.18
I -1.90 0.62 2.22
C 0.87 0.67 0.80
P 1.33 2.41 1.03
N 2.70 2.41 1.74
O 0.17 3.19 1.79
O 1.35 3.00 -0.41
H 3.41 -0.64 2.11
H 4.50 -2.01 1.76
H 5.13 -0.40 1.80
H 3.92 -1.86 -0.43
H 4.95 -0.47 -0.45
H 3.23 1.09 -0.10
H 2.02 -3.29 0.42
H 2.20 -2.53 -1.18
H 0.21 -4.35 -0.21
H -0.35 -3.20 -1.20
H -1.82 -2.60 3.04
H -4.06 -1.22 1.04
H -4.63 -2.59 0.13
H -3.94 -2.86 1.75
H -1.62 -1.63 -1.57
H -2.58 -0.45 -0.68
H -3.36 -1.74 -1.58
H 2.73 2.93 2.61
H 0.15 2.94 2.72
H 0.65 3.65 -0.61
C 4.66 1.12 -4.80
C 5.94 0.31 -4.72
O 6.39 0.34 -6.06
C 5.93 1.49 -6.62
O 6.31 1.96 -7.64
O 4.96 2.04 -5.85
F 5.71 -0.97 -4.35
H 3.81 0.50 -5.08
H 4.43 1.64 -3.87
H 6.71 0.73 -4.07
C 1.10 2.60 -8.06
C 2.22 1.76 -7.50
O 1.92 0.47 -8.01
C 1.25 0.65 -9.20
O 1.07 -0.19 -10.00
O 0.82 1.94 -9.30
F 2.19 1.70 -6.14
H 0.22 2.57 -7.43
H 1.39 3.64 -8.23
H 3.22 2.05 -7.82
C -4.45 -1.68 7.11
C -3.99 -0.29 6.75
O -3.03 -0.56 5.72
C -3.40 -1.72 5.13
O -2.97 -2.10 4.08
O -4.30 -2.37 5.86
F -3.38 0.33 7.77
H -3.81 -2.14 7.86
H -5.48 -1.72 7.45
H -4.77 0.36 6.35
C -3.34 -5.39 3.24
C -3.57 -5.83 4.67
O -4.45 -4.83 5.15
C -5.16 -4.36 4.09
O -6.14 -3.70 4.17
O -4.59 -4.75 2.92
F -2.42 -5.80 5.39
H -2.54 -4.66 3.16
H -3.14 -6.22 2.56
H -4.03 -6.81 4.78
C -1.83 6.85 1.88
C -1.21 7.94 1.02
O -0.32 7.19 0.20
C -0.84 5.95 0.07
O -0.50 5.16 -0.76
O -1.80 5.73 0.99
F -0.50 8.82 1.76
H -1.22 6.64 2.75
H -2.85 7.08 2.19
H -1.91 8.48 0.39
*
```

Calculated values
* calculated total energy: -113934.634 eV
* HOMO-LUMO gap: 7.65 eV
* highest occupied orbital energy: -11.938 eV



Record 5
Molecular formula: C26H36As3F3N2O2Rb
Method: DFT, ωB97M-V with the def2-TZVPD basis set

Structure (ORCA input):
```
! RIJCOSX wB97M-V def2-TZVPD def2/J DEFGRID3
* xyz -1 1
Rb -2.41 1.55 -2.44
O -2.69 3.06 -0.05
N -1.65 3.32 0.61
N -0.73 2.41 0.55
O -0.82 1.31 -0.15
C 0.50 2.70 1.21
C 0.70 3.89 1.92
C 1.93 4.13 2.52
C 2.96 3.20 2.42
C 2.76 2.03 1.71
C 1.53 1.78 1.10
H -0.10 4.61 1.99
H 2.08 5.05 3.06
H 3.92 3.40 2.88
H 3.55 1.31 1.61
H 1.36 0.89 0.52
C -0.04 -3.08 -2.99
As -0.53 -1.43 -2.04
C 1.07 -0.40 -2.51
C 0.13 -1.94 -0.25
C -0.84 -2.53 0.78
C -1.61 -3.69 0.16
C -1.77 -1.44 1.35
As -3.34 -0.78 0.33
C -4.63 -2.17 0.89
C -3.86 0.49 1.72
C 0.06 -3.02 1.94
As -0.47 -4.15 3.48
C -0.67 -5.89 2.58
C -2.39 -3.84 3.79
H 0.97 -3.40 -2.72
H -0.07 -2.88 -4.06
H -0.75 -3.88 -2.76
H 1.98 -0.99 -2.33
H 1.09 0.50 -1.90
H 1.02 -0.10 -3.56
H 0.57 -1.02 0.16
H 0.95 -2.64 -0.43
H -2.17 -3.35 -0.72
H -2.32 -4.13 0.85
H -0.93 -4.48 -0.17
H -1.19 -0.53 1.52
H -2.18 -1.76 2.31
H -4.55 -2.37 1.96
H -4.48 -3.10 0.33
H -5.64 -1.81 0.68
H -3.83 0.01 2.70
H -4.86 0.86 1.53
H -3.17 1.33 1.70
H 0.53 -2.14 2.40
H 0.89 -3.61 1.53
H 0.27 -6.13 2.08
H -1.48 -5.91 1.85
H -0.85 -6.65 3.34
H -2.54 -2.87 4.26
H -2.71 -4.61 4.50
H -3.00 -3.91 2.89
F 5.78 3.59 -1.70
C 4.84 4.57 -1.83
F 4.65 5.06 -0.59
F 5.43 5.55 -2.55
C 3.58 4.08 -2.46
C 3.56 3.86 -3.84
C 2.42 3.36 -4.44
C 1.28 3.03 -3.69
C 1.33 3.26 -2.30
C 2.46 3.78 -1.70
C 0.13 2.47 -4.31
C -0.80 1.94 -4.94
H 4.43 4.10 -4.43
H 2.40 3.19 -5.51
H 0.47 3.02 -1.70
H 2.48 3.94 -0.63
*
```

Calculated values
* energy above the lowest of the compared OMol25 structures with the same formula, charge and spin: 0.3 kcal per mole
* calculated total energy: -225942.171 eV
* HOMO-LUMO gap: 7.01 eV
* highest occupied orbital energy: -4.885 eV



E_LUMO per entry: -0.5438 0.0827 -2.5466 -4.2924 2.1270 eV